1.
Entry from OMol25: C4H9NO2 in the gas phase (the ωB97M-V functional and the def2-TZVPD basis).

```
16
Properties=species:S:1:pos:R:3:forces:R:3:nbo_charge:R:1
C -2.491102 0.057671 -0.263280 -0.065 -0.028 0.020 -0.608
C -1.051350 0.561099 -0.190184 0.039 0.035 -0.011 -0.427
C -0.234642 -0.217886 0.830057 -0.226 -0.066 0.031 -0.068
O 1.144381 0.184881 0.811263 0.141 -0.060 -0.142 -0.520
C 1.860077 -0.366016 -0.191920 0.005 -0.146 -0.183 0.879
N 3.126624 0.134733 -0.235896 0.049 -0.071 -0.024 -0.838
O 1.431216 -1.185336 -0.977071 0.103 0.221 0.230 -0.653
H -2.993741 0.123021 0.709594 0.087 0.004 -0.135 0.200
H -3.076731 0.643027 -0.979594 0.101 -0.089 0.118 0.216
H -2.520864 -0.989384 -0.585270 0.006 0.144 0.049 0.208
H -0.570134 0.451086 -1.168144 -0.085 0.012 0.135 0.220
H -1.026858 1.625920 0.069998 -0.010 -0.126 -0.023 0.200
H -0.571846 -0.024480 1.852456 0.039 0.001 -0.152 0.187
H -0.290134 -1.291887 0.630546 -0.027 0.133 0.029 0.200
H 3.510711 0.645880 0.540490 -0.144 -0.049 -0.037 0.401
H 3.754394 -0.352335 -0.853046 -0.014 0.085 0.093 0.403
```
Positions in Å, forces in eV/Å.

SMILES = CCCOC(N)=O
energy relative to the best compared isomer or geometry (same formula, charge and spin) = 13.9 kJ/mol
gap between HOMO and LUMO = 11.316 eV
M = 103.121 g/mol
E_tot = -363.08022 a.u.
largest force on an atom = 0.34 eV Å⁻¹

***

2.
Entry from OMol25: 8 unconnected molecules or ions with the total composition C30H50F9IO12S2 at a distorted geometry (the ωB97M-V functional and the def2-TZVPD basis).

```
104
Properties=species:S:1:pos:R:3:forces:R:3:lowdin_charge:R:1
O 0.166232 0.266759 3.549619 -3.967 -1.578 -3.762 -0.349
S -0.865626 -0.551367 2.737578 3.600 -3.259 6.448 0.838
O -0.759853 -2.018570 3.233532 -1.366 5.025 -2.848 -0.325
O -2.452135 -0.037280 3.071071 2.787 0.205 -2.084 -0.244
C -2.886010 1.080873 2.222788 -2.312 2.114 -0.401 -0.263
C -3.980268 0.488219 1.155586 -0.196 -1.616 0.063 -0.088
O -5.329044 1.137699 1.263347 5.045 0.211 3.886 -0.204
O -6.062379 0.837840 0.223307 -2.474 -1.877 -4.808 -0.078
C -1.704858 2.008297 1.595381 0.801 -0.059 1.267 -0.239
C -0.668091 1.210876 0.552150 -1.615 1.704 0.747 -1.006
S -1.329960 1.692264 -1.174682 0.262 -0.426 0.005 0.677
I 1.276289 2.250628 0.904177 -0.793 -0.736 -0.391 0.930
C -0.641811 -0.380302 0.845373 -1.299 0.366 -0.713 -0.255
C 0.585666 -1.265995 0.295951 1.647 -2.459 2.025 -0.172
F 0.203210 -2.715543 0.513035 1.042 4.361 -0.984 0.010
F 1.877531 -1.125884 1.067976 -4.307 -0.102 -2.495 -0.011
C 0.973345 -1.182307 -1.283130 3.054 -0.576 -1.099 -0.097
F 1.447475 0.128336 -1.776680 -1.883 -4.017 1.748 0.004
F 2.176416 -2.092978 -1.431259 -3.867 2.816 0.399 0.005
C -0.127928 -1.794078 -2.330721 -1.636 -2.039 -1.351 -0.084
F -0.079209 -3.304297 -2.351971 -0.109 5.170 0.372 0.023
F -1.534662 -1.436420 -2.070727 4.460 -0.953 -0.394 0.022
C 0.168654 -1.351965 -3.916465 -1.253 -0.726 -2.598 -0.134
F -0.234437 0.049878 -4.199120 1.972 -5.005 1.041 0.043
F -0.774117 -2.213615 -4.723967 3.281 3.033 2.603 0.023
F 1.533649 -1.709907 -4.366328 -4.817 1.763 1.703 0.057
H -3.511846 1.797931 2.946480 1.435 -1.672 -1.442 0.186
H -4.178070 -0.649584 1.457859 0.554 2.224 -0.521 0.159
H -3.635747 0.466115 0.039740 -0.572 0.510 1.905 0.111
H -5.878054 -0.087759 -0.113990 -0.176 1.048 0.994 0.130
H -2.129627 2.976009 1.069310 0.725 -2.269 1.094 0.129
H -1.033668 2.395181 2.503210 -1.653 -0.988 -1.880 0.099
H -2.437313 2.547515 -1.050395 1.110 -0.957 0.760 -0.078
H -1.651267 -0.843335 0.406866 2.302 0.793 0.851 0.162
C -9.406350 4.810814 -0.781495 0.177 0.208 -0.353 -0.026
C -7.954253 4.471416 -0.575794 0.894 0.459 -1.007 -0.489
C -7.601758 3.625876 0.618557 0.499 0.060 -0.086 -0.027
O -7.089028 4.869695 -1.354000 -0.901 -0.421 0.920 0.037
H -9.511349 5.425669 -1.681562 0.056 -0.141 0.162 0.087
H -9.986808 3.894370 -0.914146 -0.050 0.059 0.200 0.088
H -9.780266 5.377628 0.074902 -0.110 -0.252 -0.032 0.049
H -8.101892 2.656695 0.548305 -0.052 0.123 0.173 0.085
H -7.895261 4.139845 1.537335 -0.183 -0.149 -0.025 0.088
H -6.519253 3.460980 0.639656 -0.283 0.011 -0.023 0.070
C 7.134763 -2.962891 -2.294311 0.358 0.281 0.058 -0.023
C 6.555889 -1.817158 -1.507997 0.903 1.105 0.274 -0.484
C 5.113031 -1.920140 -1.091796 0.069 0.471 0.204 -0.029
O 7.235985 -0.834584 -1.216686 -0.812 -1.097 -0.311 0.035
H 8.183970 -2.750944 -2.525476 -0.230 -0.045 0.069 0.089
H 7.085193 -3.881191 -1.703832 -0.089 -0.044 -0.230 0.056
H 6.587356 -3.083611 -3.232542 -0.078 -0.174 0.112 0.086
H 4.973398 -2.792026 -0.447826 -0.112 -0.052 -0.188 0.083
H 4.475526 -1.994413 -1.976403 0.065 -0.206 0.106 0.074
H 4.831967 -1.022013 -0.531595 0.055 -0.188 -0.123 0.087
C 8.105130 2.966299 -4.601388 -0.129 0.473 -0.067 -0.029
C 6.742722 2.354346 -4.413116 -1.444 0.834 -0.110 -0.490
C 6.678474 0.876996 -4.132085 -0.402 0.007 0.052 -0.026
O 5.721204 3.035545 -4.486004 1.309 -0.834 0.094 0.046
H 7.997526 4.038368 -4.797047 -0.010 -0.245 0.043 0.083
H 8.700216 2.834196 -3.694294 0.084 -0.154 -0.157 0.087
H 8.605468 2.503309 -5.455676 0.108 -0.081 0.189 0.084
H 7.210074 0.651827 -3.204140 0.113 -0.102 -0.157 0.069
H 7.115241 0.320895 -4.965419 0.159 -0.017 0.147 0.088
H 5.632041 0.574325 -4.018860 0.201 0.106 -0.025 0.083
C 9.301581 -6.099154 0.622836 -0.091 0.480 -0.159 -0.022
C 8.573819 -6.743068 -0.526871 -0.637 0.802 -1.079 -0.482
C 8.512748 -8.246788 -0.554529 -0.269 -0.018 -0.450 -0.024
O 8.049080 -6.066287 -1.409742 0.594 -0.830 1.086 0.037
H 9.264812 -5.010375 0.511479 0.004 -0.239 0.008 0.084
H 8.820565 -6.370851 1.565812 0.200 -0.119 -0.009 0.088
H 10.347731 -6.415500 0.624164 -0.106 -0.105 0.177 0.088
H 7.996670 -8.614140 0.336030 0.221 -0.047 0.027 0.088
H 9.523713 -8.658852 -0.605645 -0.077 -0.038 0.215 0.087
H 7.956809 -8.571145 -1.440631 0.122 0.094 0.201 0.086
C -1.971057 1.464392 7.731517 -0.071 0.485 -0.159 -0.024
C -2.698820 0.820478 6.581810 -0.632 0.758 -1.115 -0.484
C -2.759891 -0.683242 6.554152 -0.269 -0.006 -0.431 -0.020
O -3.223558 1.497259 5.698939 0.615 -0.731 0.986 0.040
H -2.007827 2.553171 7.620160 -0.006 -0.246 0.004 0.084
H -2.452074 1.192696 8.674492 0.194 -0.119 -0.010 0.086
H -0.924908 1.148046 7.732845 -0.108 -0.113 0.160 0.089
H -3.275968 -1.050594 7.444711 0.218 -0.040 0.041 0.087
H -1.748926 -1.095306 6.503036 -0.071 -0.041 0.175 0.092
H -3.315830 -1.007598 5.668049 0.147 0.091 0.190 0.081
C 2.004922 -5.258274 -2.258381 -0.270 -0.421 0.008 -0.039
C 3.116699 -6.272520 -2.221631 -0.370 -1.590 -0.036 -0.482
C 4.527977 -5.753048 -2.157532 0.201 -0.515 0.002 -0.025
O 2.880834 -7.479481 -2.243020 0.321 1.520 0.035 0.053
H 1.041664 -5.777185 -2.303739 0.231 0.092 0.006 0.087
H 2.030380 -4.646297 -1.353265 0.069 0.119 -0.190 0.074
H 2.105392 -4.628994 -3.146309 0.064 0.140 0.183 0.083
H 4.665790 -5.163052 -1.247975 0.005 0.152 -0.165 0.077
H 4.740893 -5.145806 -3.040926 0.000 0.147 0.173 0.087
H 5.224917 -6.597609 -2.136451 -0.135 0.225 -0.010 0.079
C -9.094150 8.472775 1.209378 0.162 -0.470 -0.083 -0.017
C -10.528636 8.040145 1.354887 -0.401 -1.448 -0.129 -0.479
C -11.549988 9.108345 1.640296 -0.411 -0.326 0.010 -0.025
O -10.853625 6.859015 1.244624 0.335 1.529 0.237 0.038
H -8.469754 7.596573 1.005435 -0.132 0.193 0.031 0.080
H -8.999828 9.171603 0.374429 0.032 0.113 0.190 0.090
H -8.750850 8.938797 2.136456 -0.025 0.165 -0.155 0.088
H -11.564997 9.835513 0.824588 0.104 0.103 0.179 0.087
H -11.316140 9.602707 2.586542 0.055 0.147 -0.170 0.087
H -12.541612 8.650292 1.719819 0.242 0.082 -0.023 0.086
```
Positions in Å, forces in eV/Å.

SMILES = O=S1(=O)O[C@H](COO)C[C@@](S)(I)[C@H]1C(F)(F)C(F)(F)C(F)(F)C(F)(F)F.CC(C)=O.CC(C)=O.CC(C)=O.CC(C)=O.CC(C)=O.CC(C)=O.CC(C)=O
gap between HOMO and LUMO = 8.333 eV
M = 964.738 g/mol
E_tot = -4068.38821 a.u.
largest force on an atom = 8.07 eV Å⁻¹

***

3.
Entry from OMol25: 2 unconnected molecules or ions with the total composition C7H12 at a distorted geometry (the ωB97M-V functional and the def2-TZVPD basis).

```
19
Properties=species:S:1:pos:R:3:forces:R:3:nbo_charge:R:1
C 0.666945 0.852735 1.998352 -0.037 1.305 5.514 -0.643
C 0.343922 1.201809 0.633239 -0.323 -0.250 0.199 -0.225
C -0.658156 0.599731 -0.026563 0.985 1.144 -2.512 0.038
C -1.731021 -0.372636 0.388144 0.960 0.460 0.863 -0.659
C -0.643245 0.824060 -1.541216 0.655 -2.285 0.966 -0.633
H 0.782833 1.797990 2.770893 -0.482 -1.825 -1.978 0.198
H 1.635246 0.406272 2.168162 0.670 -0.193 -0.614 0.215
H 0.015623 0.155439 2.617499 0.187 0.839 -1.280 0.211
H 1.083807 1.975540 0.262501 -1.213 -1.238 -0.476 0.210
H -1.332867 -0.875146 1.249042 -0.755 -0.002 1.194 0.221
H -1.772151 -1.180867 -0.283125 0.128 -0.922 -1.432 0.216
H -2.775396 -0.019561 0.416024 0.623 0.318 0.561 0.228
H -1.192199 -0.013070 -2.005636 0.917 0.056 -0.227 0.203
H 0.335900 1.070578 -1.955096 -0.015 -0.581 0.038 0.213
H -1.224845 1.605912 -1.777617 -2.316 3.219 -0.827 0.207
C 1.454794 -1.693516 -1.703164 0.118 -0.290 -1.363 -0.223
C 1.762582 -2.334614 -0.754073 -0.074 0.289 1.230 -0.230
H 1.329399 -1.424914 -2.706274 -0.315 0.613 -0.628 0.226
H 1.918829 -2.575741 0.248909 0.287 -0.656 0.770 0.225
```
Positions in Å, forces in eV/Å.

SMILES = CC=C(C)C.C#C
energy relative to the best compared isomer or geometry (same formula, charge and spin) = 392.4 kJ/mol
gap between HOMO and LUMO = 9.664 eV
M = 96.173 g/mol
E_tot = -273.75908 a.u.
largest force on an atom = 5.67 eV Å⁻¹

***

4.
Entry from OMol25: 3 unconnected molecules or ions with the total composition C3H14N6 at a distorted geometry (the ωB97M-V functional and the def2-TZVPD basis).

```
23
Properties=species:S:1:pos:R:3:forces:R:3:nbo_charge:R:1
C -20.837836 1.394957 0.491065 0.404 0.989 -0.546 0.011
C -21.495332 -0.937921 0.864509 -0.097 2.426 1.691 -0.406
C 17.725242 -1.768643 -0.310828 -2.455 -1.357 -1.172 -0.492
N -21.306422 0.288616 0.056624 1.792 2.018 0.769 -0.040
N 19.729793 -0.661551 0.076161 2.074 0.057 0.313 -0.205
N 21.547118 1.675173 -0.269980 0.314 0.778 0.342 -0.363
N 20.688268 1.503796 0.643095 1.626 -0.775 -1.107 -0.091
N -21.530116 0.165694 -1.237644 -0.308 -2.784 -1.936 -0.589
N 18.541307 -0.665930 0.031909 -0.543 0.703 -0.546 -0.166
H -20.424710 2.240538 -0.098661 -0.810 -1.033 -0.339 0.239
H -20.791314 1.603041 1.508910 -0.033 -0.277 1.831 0.219
H -20.747291 -0.858600 1.711909 -0.821 -0.645 -1.211 0.251
H -22.513623 -0.794409 1.293624 0.560 -1.064 -0.535 0.265
H -21.316281 -1.652347 0.097002 -0.245 -1.476 0.361 0.235
H 17.789674 -2.081265 -1.346420 0.113 0.840 -0.603 0.252
H 18.041224 -2.654875 0.119645 0.958 -1.488 1.600 0.248
H 16.654771 -1.661818 -0.069016 0.586 0.512 0.027 0.240
H 22.341237 1.122496 -0.618683 -0.423 -1.039 1.111 0.413
H 21.643739 2.570954 -0.734551 -1.260 0.449 -0.034 0.410
H 20.886790 0.626541 1.147001 -0.021 0.287 -0.290 0.397
H -21.065927 -0.643549 -1.683252 -0.544 0.775 0.324 0.405
H -21.619691 0.980275 -1.784396 0.093 1.071 -0.407 0.411
H 18.059371 0.208838 0.111971 -0.961 1.033 0.360 0.358
```
Positions in Å, forces in eV/Å.

energy relative to the best compared isomer or geometry (same formula, charge and spin) = 538.9 kJ/mol
gap between HOMO and LUMO (spin up / spin down) = 7.286 / 7.280 eV
M = 134.187 g/mol
E_tot = -450.46211 a.u.
largest force on an atom = 3.40 eV Å⁻¹
charge = +2